No. 1
Below is a molecular structure, C11H24ClNO3Y in a non-equilibrium geometry, with properties calculated with ωB97M-V/def2-TZVPD.

CARTESIAN COORDINATES (ANGSTROEM)
1 Y 6.29732 -2.60180 11.16780
2 C 3.20482 -4.20838 14.73238
3 C 4.52650 -4.78096 15.24026
4 C 4.14696 -6.08925 15.98047
5 C 5.41205 -6.88146 16.34599
6 C 6.24589 -7.27116 15.08892
7 C 6.71194 -6.07428 14.29361
8 N 5.54556 -5.14223 14.11319
9 O 5.88825 -3.96201 13.25195
10 C 7.23025 -6.70658 12.99350
11 C 7.85302 -5.45603 15.23812
12 C 5.08556 -3.79414 16.30422
13 H 2.38853 -4.53989 15.37416
14 H 2.99796 -4.61394 13.74201
15 H 3.17583 -3.13028 14.57445
16 H 3.42412 -6.75171 15.50427
17 H 3.68029 -5.88435 16.94396
18 H 5.05518 -7.81647 16.77784
19 H 5.96760 -6.41565 17.15992
20 H 5.59804 -7.98283 14.57715
21 H 7.12878 -7.81986 15.41686
22 H 6.44777 -7.13995 12.37058
23 H 8.03140 -7.43663 13.10874
24 H 7.61119 -5.91958 12.34265
25 H 7.71377 -5.50847 16.31791
26 H 8.07634 -4.44752 14.89007
27 H 8.80199 -5.97159 15.09060
28 H 6.01808 -4.15538 16.73783
29 H 4.26649 -3.51522 16.96711
30 H 5.45209 -2.84360 15.91662
31 Cl 8.56388 -3.86236 10.38727
32 C 9.56015 -3.69064 5.94477
33 C 9.47285 -4.98818 6.77851
34 O 8.22076 -5.09086 7.55115
35 O 9.82033 -2.59617 6.85922
36 H 8.66518 -3.60798 5.32809
37 H 10.42372 -3.68676 5.27968
38 H 10.39786 -5.17796 7.32298
39 H 9.26850 -5.85981 6.15673
40 H 8.42326 -4.55230 8.31962
41 H 10.70985 -2.74349 7.18882

Kohn-Sham gap (alpha / beta): 3.903 / 3.883 eV
Energy above the lowest of the compared OMol25 structures with the same formula, charge and spin: 60.5 kJ/mol
Spin multiplicity: 2
E_tot: -1211.74643 Ha
Net charge: +2

=====

No. 2
Below is a single CH8P2Si2 molecule in a non-equilibrium geometry, with properties calculated with ωB97M-V/def2-TZVPD.

CARTESIAN COORDINATES (ANGSTROEM)
1 C 0.60427 1.44955 -0.14459
2 Si -1.26626 1.45939 -0.18611
3 Si 0.10929 -1.95177 -0.05742
4 P 3.45549 0.15538 0.02166
5 P 1.41425 -0.03600 -0.04954
6 H 1.21376 2.33743 -0.14994
7 H -1.78286 1.19616 -1.54082
8 H -1.79238 2.72688 0.31836
9 H -1.79449 0.35829 0.64810
10 H -0.60409 -2.01854 1.21247
11 H -0.69845 -1.91070 -1.27066
12 H 1.17400 -2.96484 -0.12582
13 H 3.62302 -1.22023 0.10833

Kohn-Sham gap: 6.993 eV
Energy above the lowest of the compared OMol25 structures with the same formula, charge and spin: 0.3 kJ/mol
SMILES: [H]/P=P(\[SiH3])=C\[SiH3]
E_tot: -1304.47559 Ha

=====

No. 3
Below is a molecular structure, C27H46Cl2DyF6N3O5Si in a non-equilibrium geometry, with properties calculated with ωB97M-V/def2-TZVPD.

CARTESIAN COORDINATES (ANGSTROEM)
1 C -0.59809 2.68732 2.99114
2 C -1.62090 3.06992 1.96997
3 H 0.40647 3.05868 2.74190
4 H -0.54248 1.60574 3.10860
5 H -0.88364 3.10905 3.96463
6 C -2.16018 4.31658 1.95953
7 C -1.76269 5.37856 2.92002
8 H -3.01245 4.57317 1.33319
9 H -0.66829 5.50735 2.99559
10 H -2.13001 5.12423 3.93117
11 H -2.19151 6.35341 2.63556
12 Dy -0.34958 -0.79638 1.01464
13 Cl -2.81405 -0.78461 2.16891
14 C -1.80311 -2.26020 -1.55503
15 O -0.87242 -1.58924 -1.03942
16 N -1.81690 -2.61112 -2.82874
17 C -0.69489 -2.22129 -3.68490
18 C -3.05299 -3.07846 -3.45537
19 H -2.65887 -2.61420 -0.95268
20 H 0.25502 -2.56059 -3.25219
21 H -0.64713 -1.13070 -3.80477
22 H -0.86723 -2.69368 -4.65317
23 H -3.47587 -3.91180 -2.87598
24 H -2.81994 -3.39978 -4.47094
25 H -3.80303 -2.27365 -3.48222
26 H 2.95060 -4.37380 -2.22239
27 H 3.95450 -5.38107 -0.03200
28 C 3.39154 -3.42756 -1.87358
29 C 4.21260 -4.35814 0.27340
30 N 3.38136 -3.36948 -0.42059
31 H 2.83346 -2.57435 -2.26019
32 C 2.61252 -2.48892 0.22392
33 O 1.91163 -1.59628 -0.30589
34 H 4.09259 -4.26399 1.35872
35 H 2.59539 -2.62454 1.32351
36 H 4.43334 -3.40028 -2.21361
37 H 5.26652 -4.19548 0.02089
38 H 5.16057 0.03866 3.12017
39 H 2.85925 2.84578 2.28550
40 C 5.07618 0.46346 2.11035
41 C 3.59864 2.42155 1.59340
42 N 3.73668 0.98491 1.85046
43 H 5.34697 -0.32227 1.39321
44 C 2.66871 0.20226 1.92840
45 O 1.49264 0.57721 1.64920
46 H 3.28292 2.60005 0.55664
47 H 2.84513 -0.84674 2.21264
48 H 5.78280 1.28937 2.00826
49 H 4.58939 2.85760 1.75834
50 O -1.31798 1.00237 0.78919
51 C -2.19741 2.01700 1.02689
52 C -2.56588 3.84146 -0.84225
53 C -2.90497 2.61808 -0.23156
54 H -1.67643 4.39624 -0.52693
55 C -3.40423 4.42282 -1.80909
56 H -3.02259 1.53770 1.59431
57 C -3.97614 1.89832 -0.76680
58 H -3.13825 5.39220 -2.23288
59 C -4.56890 3.76635 -2.19970
60 C -4.82454 2.48993 -1.70501
61 H -4.17364 0.90738 -0.35328
62 H -5.23888 4.23463 -2.91611
63 H -5.69723 1.96130 -2.04848
64 Si 0.57250 2.81469 -2.45290
65 Cl 0.60469 3.86167 -0.67753
66 C 0.14684 4.14234 -3.65610
67 C -0.97370 1.61167 -2.57765
68 C 1.90890 1.54736 -1.95007
69 H -0.55677 3.70778 -4.36746
70 H 0.97904 4.56988 -4.22377
71 H -0.38274 4.97341 -3.17214
72 H 2.06821 1.60129 -0.84849
73 H 2.88286 1.67214 -2.44231
74 H 1.58786 0.50514 -2.11182
75 H -1.91377 2.19109 -2.56950
76 H -1.05560 0.80465 -1.81772
77 H -0.86750 1.15801 -3.58020
78 C 0.91040 -4.34766 3.36789
79 C -0.16609 -3.86291 2.40940
80 O 0.15858 -2.59757 2.03065
81 C -0.15112 -4.77472 1.11898
82 F -0.47781 -6.06864 1.34479
83 F -0.93657 -4.32580 0.10317
84 F 1.12824 -4.77975 0.61024
85 C -1.61394 -3.88506 3.06489
86 F -1.91732 -5.08387 3.63910
87 F -1.66704 -2.95144 4.04492
88 F -2.60287 -3.63204 2.17588
89 H 1.86875 -4.18141 2.85217
90 H 0.78604 -5.40080 3.65648
91 H 0.89583 -3.67149 4.23261

Kohn-Sham gap (alpha / beta): 7.068 / 7.063 eV
Energy above the lowest of the compared OMol25 structures with the same formula, charge and spin: 29.2 kJ/mol
Spin multiplicity: 6
E_tot: -4291.22878 Ha

=====

No. 4
Below is 2 unconnected molecules or ions with the total composition C2H8NO2 in a non-equilibrium geometry, with properties calculated with ωB97M-V/def2-TZVPD.

CARTESIAN COORDINATES (ANGSTROEM)
1 O 0.10199 0.85762 -0.70788
2 C -0.48937 -0.12360 -1.33077
3 C -1.00989 -1.05726 -0.36414
4 N 0.14686 -1.04676 0.51823
5 H -0.61685 -0.21985 -2.40066
6 H -1.27059 -2.06081 -0.70296
7 H -1.84550 -0.59772 0.19347
8 H -0.03925 -1.06594 1.50777
9 H 0.31208 0.52704 0.19395
10 H 0.89657 -1.63426 0.21315
11 H 1.84449 1.91386 1.47414
12 H 0.88563 2.69356 0.53309
13 O 1.08382 1.81411 0.87262

Kohn-Sham gap (alpha / beta): 6.505 / 9.893 eV
Energy above the lowest of the compared OMol25 structures with the same formula, charge and spin: 109.7 kJ/mol
Spin multiplicity: 2
E_tot: -286.10621 Ha

=====

No. 5
Below is 2 unconnected molecules or ions with the total composition C26H50NO2S in a non-equilibrium geometry, with properties calculated with ωB97M-V/def2-TZVPD.

CARTESIAN COORDINATES (ANGSTROEM)
1 C 6.77259 -2.76277 0.81712
2 C 5.71495 -1.88332 0.05912
3 C 6.00914 -0.33020 0.10823
4 C 5.12384 0.48354 -0.93648
5 C 4.70628 1.91773 -0.41190
6 C 3.38979 1.86936 0.50206
7 C 2.16561 2.24442 -0.42943
8 C 0.98368 2.98684 0.34713
9 C 0.41627 2.14759 1.54835
10 C -0.89821 2.75922 2.20965
11 C -1.95527 3.20712 1.12900
12 C -3.36722 3.61596 1.71400
13 C -4.46060 3.30783 0.58908
14 C -5.17320 1.90746 0.74098
15 C -4.21066 0.68018 0.71367
16 C -3.43646 0.39113 1.93796
17 C -2.51538 -0.71392 1.98638
18 N -2.33868 -1.50076 0.86585
19 C -3.03945 -1.30780 -0.31596
20 C -2.70136 -2.32718 -1.44641
21 C -2.50382 -3.80674 -0.89604
22 O -1.12018 -4.05649 -0.62400
23 C -0.90282 -4.75937 0.60793
24 C 0.39115 -4.10479 1.27084
25 C -4.02404 -0.21653 -0.46939
26 C -4.83576 -0.00635 -1.77853
27 C -4.08184 0.80438 -2.92296
28 C -2.80145 1.60548 -2.45856
29 S -1.28070 0.58858 -2.75857
30 H 6.35560 -3.79838 0.93847
31 H 6.97512 -2.34912 1.84038
32 H 7.74008 -2.83881 0.25967
33 H 4.66623 -2.02908 0.45369
34 H 5.68627 -2.18794 -1.02771
35 H 7.08771 -0.21034 -0.21026
36 H 5.87710 0.12046 1.12922
37 H 5.78562 0.64074 -1.84077
38 H 4.23340 -0.10639 -1.28666
39 H 4.58038 2.57180 -1.31343
40 H 5.53033 2.38784 0.20038
41 H 3.22945 0.80146 0.82595
42 H 3.49615 2.58452 1.35702
43 H 1.68055 1.32898 -0.89322
44 H 2.46174 2.88361 -1.31227
45 H 0.22165 3.23849 -0.44396
46 H 1.39578 3.98324 0.69408
47 H 0.29885 1.07445 1.23604
48 H 1.20200 2.18715 2.35998
49 H -0.62582 3.57110 2.93176
50 H -1.33138 1.92048 2.83669
51 H -2.08512 2.34526 0.42184
52 H -1.50968 4.09147 0.58764
53 H -3.61416 3.12839 2.69756
54 H -3.37986 4.73020 1.85011
55 H -5.26558 4.08958 0.72804
56 H -3.99210 3.47570 -0.41750
57 H -5.81511 1.82737 1.66304
58 H -5.87506 1.80083 -0.13349
59 H -3.59932 1.03880 2.83276
60 H -1.94062 -0.94466 2.91918
61 H -1.64466 -2.25639 0.94920
62 H -1.74093 -2.03446 -1.96206
63 H -3.50158 -2.38160 -2.22844
64 H -3.19475 -3.98048 -0.02940
65 H -2.81631 -4.52280 -1.71383
66 H -1.72379 -4.64361 1.36558
67 H -0.72438 -5.86286 0.48057
68 H 0.85640 -4.77766 2.04237
69 H 1.12965 -3.79111 0.48004
70 H 0.13484 -3.14813 1.82661
71 H -5.02968 -1.04007 -2.19369
72 H -5.83952 0.44895 -1.60599
73 H -4.81541 1.58082 -3.29456
74 H -3.79718 0.19460 -3.81744
75 H -2.71074 2.48885 -3.15709
76 H -2.86606 2.03519 -1.43020
77 H -0.45596 0.67443 -1.66352
78 O 6.39216 -4.02760 -2.33129
79 H 5.67137 -4.60640 -2.60472
80 H 7.18019 -4.44748 -2.69548

Kohn-Sham gap: 7.905 eV
E_tot: -1623.76338 Ha
Net charge: +1

=====

No. 6
Below is a molecular structure, C20H19CrNO2 in a non-equilibrium geometry, with properties calculated with ωB97M-V/def2-TZVPD.

CARTESIAN COORDINATES (ANGSTROEM)
1 Cr -11.46555 7.08579 5.72304
2 C -14.41885 6.40168 7.74224
3 C -15.04279 7.58898 8.19048
4 C -14.25603 8.59399 8.71091
5 C -12.86369 8.42353 8.79576
6 C -12.25017 7.28264 8.40334
7 C -13.01176 6.25927 7.83793
8 H -15.00045 5.63423 7.28162
9 H -16.09068 7.83493 8.07971
10 H -14.67849 9.59272 8.86395
11 H -12.27294 9.27445 9.08029
12 H -11.16614 7.16422 8.48613
13 H -12.52764 5.39786 7.43867
14 N -13.27540 8.42490 5.20922
15 C -14.08942 7.67912 4.29208
16 C -15.42240 7.37629 4.58871
17 C -16.14921 6.53779 3.76267
18 C -15.54947 5.96272 2.67233
19 C -14.22470 6.30608 2.31121
20 C -13.50059 7.18342 3.12673
21 C -12.13413 7.62208 2.79497
22 C -11.80702 7.95985 1.44592
23 C -10.52293 8.37228 1.17340
24 C -9.56443 8.51792 2.18294
25 C -9.89489 8.13268 3.45935
26 C -11.14643 7.64157 3.81014
27 H -13.76196 8.83766 6.04116
28 H -12.80438 9.18552 4.75336
29 H -15.90190 7.79894 5.45836
30 H -17.20817 6.34340 4.00826
31 H -16.13303 5.30555 1.99410
32 H -13.77285 5.87156 1.41864
33 H -12.49946 7.83638 0.61262
34 H -10.24003 8.67210 0.16661
35 H -8.62225 8.94279 1.92045
36 H -9.10224 8.21700 4.24097
37 C -7.77427 4.78161 5.35381
38 O -8.97930 5.51594 5.06397
39 C -9.84094 5.78731 6.08972
40 O -9.65022 5.29009 7.21948
41 H -7.89946 4.16831 6.24655
42 H -6.96948 5.48003 5.57051
43 H -7.48105 4.28147 4.44335

Kohn-Sham gap (alpha / beta): 8.267 / 8.237 eV
Energy above the lowest of the compared OMol25 structures with the same formula, charge and spin: 0.0 kJ/mol
Spin multiplicity: 5
E_tot: -2023.16840 Ha